ORCA calculation (the ωB97M-V functional and the def2-TZVPD basis) on 9 unconnected molecules or ions with the total composition C46H76BNO32P2S.

Last column: Löwdin charge in e.
Element x y z (Å)
H (4.5166, 0.0113, -1.5548)  0.11
S (-1.7238, -4.2677, -2.0084)  0.26
H (2.3103, 0.3708, -4.2436)  0.06
O (6.4523, 6.7823, -2.3104)  0.06
C (0.7561, -2.3090, -2.4646)  -0.37
C (3.2536, -3.4550, -7.2533)  -0.11
O (3.0633, -2.1454, -1.7888)  0.05
C (-6.5415, 2.7251, 10.1894)  -0.10
O (7.8274, -6.4103, -8.4115)  0.07
H (-6.0407, 2.1199, 8.1617)  0.12
H (-0.6455, 0.1374, -6.3048)  0.08
O (6.5851, 5.7318, -4.2817)  0.06
C (-4.8084, -0.3146, 4.8709)  -0.09
H (-6.9786, 2.2552, 11.0727)  0.14
C (0.9424, -2.2417, -0.8870)  -0.21
H (1.5177, 6.8253, -5.7784)  0.13
H (8.1915, 5.7298, -1.9783)  0.13
C (2.3274, 0.0475, -1.3050)  -0.08
C (-0.3410, -1.5861, -0.2861)  -0.13
H (1.9206, 2.2622, 1.4023)  0.11
C (-8.8732, 5.7029, 4.1877)  -0.12
O (1.3102, -4.5497, -9.8168)  0.15
O (1.7983, -4.7082, -1.2253)  0.08
C (3.2925, -4.9510, -7.0846)  -0.11
P (-0.2139, -3.7727, -3.1198)  0.49
O (-8.0432, 2.4462, 8.4804)  0.06
O (5.7413, -6.3467, -9.2126)  0.06
C (6.6033, -6.3947, -10.3518)  -0.11
O (-7.2354, 3.9504, 9.9229)  0.07
H (1.5312, 0.3532, -1.9854)  0.10
H (0.7144, -4.8064, -3.3489)  0.01
C (7.8444, 6.5823, -2.5654)  -0.12
H (-4.8798, 1.7279, 5.6105)  0.14
H (8.6619, 5.6249, -4.3419)  0.13
H (4.2375, -2.9975, -7.1766)  0.14
C (-8.1914, 3.6890, 8.9966)  -0.56
O (-0.3222, -1.8603, 2.6133)  -0.14
H (1.3793, -0.4664, 1.3259)  0.08
H (-1.0473, -1.4584, -3.2747)  0.08
H (-1.6138, 0.0236, -4.7653)  0.09
H (3.6203, -0.0455, -3.0361)  0.08
O (1.1402, 3.6365, -5.9618)  0.05
H (3.5931, -4.5356, 0.6589)  0.06
C (-5.5681, -1.0651, 6.8535)  -0.56
H (-8.8597, -2.7113, 9.5312)  0.14
C (7.8703, 6.3112, -4.0507)  -0.12
H (1.1731, -5.4475, -1.1895)  0.12
C (6.5194, -6.2283, -8.1078)  -0.55
B (1.3916, -3.6923, -0.3613)  -0.48
H (0.6703, 0.3495, 3.2900)  0.09
H (-10.0700, -0.1857, 8.2897)  0.13
H (-0.9568, -1.4846, 3.2413)  0.08
C (0.4468, -0.7690, -4.6094)  -0.38
H (-10.4914, -1.8780, 7.9639)  0.13
C (-0.3557, 1.6137, 5.0152)  -0.57
C (2.8519, -4.9489, 1.3440)  -0.09
O (-11.0073, -0.6710, 11.9901)  0.16
H (-5.4858, 2.9099, 10.3739)  0.13
O (0.9482, 5.3006, -4.4810)  0.07
C (3.6317, 0.4137, -2.0495)  -0.19
O (2.7215, -3.3032, -8.5747)  0.06
H (8.4193, 7.4622, -2.2859)  0.13
O (-7.9654, 5.0223, 3.3153)  0.06
C (5.7578, 6.1495, -3.2898)  -0.57
H (5.3222, 3.3179, -2.8276)  0.08
H (0.9091, -1.5863, -5.1593)  0.11
H (-1.1998, -1.6268, -0.9514)  0.08
O (-11.1532, -1.1070, 9.7822)  0.06
C (3.1003, -1.3865, 0.4937)  -0.08
C (0.7586, 1.4015, 3.0145)  -0.15
N (6.1569, 1.4338, -2.9848)  -0.01
H (3.9194, 0.8855, 1.6265)  0.11
O (2.7676, -2.5128, -3.9138)  0.16
H (-0.6662, 0.3090, 6.7011)  0.08
H (-7.9627, 5.2638, 6.1147)  0.13
C (2.2351, -2.3213, -2.8816)  -0.46
C (-10.4893, -0.9327, 10.9548)  -0.57
H (5.6677, 2.4919, -1.2800)  0.11
O (6.1032, -5.9953, -7.0177)  0.15
O (0.2022, 3.2442, -3.9480)  0.15
O (-9.1510, -1.0989, 10.7832)  0.05
H (7.9636, -7.9799, -9.7392)  0.13
P (-1.1258, -2.1772, 1.2619)  0.45
H (-9.8750, 5.6638, 3.7551)  0.13
C (1.2867, 0.5293, -4.5767)  -0.05
C (-8.9406, -1.6246, 9.4686)  -0.12
C (-6.7867, 1.9324, 8.9278)  -0.12
H (2.6980, -6.0091, 1.1748)  0.07
H (0.6305, 5.1462, -7.2675)  0.13
H (1.2353, 1.0123, -5.5500)  0.07
C (7.8998, -6.8903, -9.7569)  -0.12
H (2.5756, 2.4939, 2.9902)  0.12
H (-1.2812, -1.3821, -5.7398)  0.07
C (-0.8519, -0.4299, -5.3994)  -0.06
O (-8.4133, 3.6021, 4.9841)  0.06
O (2.2164, -5.3868, -7.9304)  0.06
H (-9.6879, 4.8752, 6.0292)  0.13
H (0.2241, -0.4090, 5.3633)  0.08
H (-0.1088, -0.2423, -2.5476)  0.11
O (-6.0634, -1.7700, 7.6764)  0.15
O (-1.4940, -3.7336, 1.2036)  -0.16
H (-0.0771, 1.7177, 2.3871)  0.14
H (0.7164, -4.8030, 1.4618)  0.10
O (4.5817, 5.9818, -3.2801)  0.16
H (3.4264, 0.3535, 3.2237)  0.11
H (-3.5399, 0.7712, 6.2678)  0.12
H (8.7762, -6.4928, -10.2630)  0.13
H (2.2815, -1.4227, 2.5231)  0.10
H (3.3702, 2.1785, -3.2270)  0.10
H (7.9566, 7.2251, -4.6422)  0.13
H (2.2898, 0.7695, -0.4813)  0.11
H (2.8189, 5.7613, -5.2101)  0.12
C (-0.0026, -1.1261, -3.1725)  -0.18
C (1.5173, -4.1195, 1.1768)  -0.13
H (1.6145, -3.2722, 1.8532)  0.06
C (3.7734, 1.9411, -2.2388)  -0.16
H (3.9667, -0.7451, 0.3356)  0.10
H (2.5812, -2.9688, -6.5436)  0.11
H (4.2202, -5.3884, -7.4395)  0.08
H (-5.6651, -0.0863, 4.2352)  0.14
C (2.0137, -4.4272, -8.8659)  -0.57
C (0.0989, 0.5018, 5.9559)  0.03
H (3.5478, -2.3382, 0.7863)  0.12
H (-0.1401, -0.5218, -0.1295)  0.11
H (5.7012, 0.9643, -3.7556)  0.07
H (-8.0274, -1.2287, 9.0326)  0.10
C (1.4835, 4.8353, -6.6609)  -0.12
H (6.2033, -7.0614, -11.1118)  0.14
C (5.2669, 2.3706, -2.2882)  -0.26
O (-1.4792, 1.9393, 4.9504)  0.16
C (2.0856, 1.7527, 2.3535)  -0.15
C (-8.7611, 4.9049, 5.4634)  -0.13
H (6.6901, -5.3905, -10.7707)  0.14
H (3.1281, -5.2613, -6.0547)  0.14
O (-5.3995, 0.2705, 7.0119)  0.02
C (2.3683, -0.7225, 1.6996)  -0.17
O (-5.1084, -1.4808, 5.6534)  0.07
H (-8.5830, 6.7435, 4.3130)  0.13
H (2.3395, 4.6722, -7.3115)  0.13
H (-3.9375, -0.4804, 4.2412)  0.13
C (-4.5766, 0.7337, 5.9306)  -0.10
O (-9.0457, 4.4473, 8.6667)  0.15
O (-7.2810, 2.8765, 3.1768)  0.15
O (-2.4147, -1.4708, 1.3686)  -0.30
C (-7.8338, 3.7478, 3.7670)  -0.57
C (1.7768, 5.7977, -5.5346)  -0.11
H (3.2524, -4.7683, 2.3430)  0.07
H (-0.6474, -3.3637, -4.4019)  0.01
C (2.2757, -1.4241, -0.7908)  -0.33
C (-10.1809, -1.1769, 8.7351)  -0.11
O (0.6236, 2.1610, 4.2551)  -0.03
H (1.0475, 0.7773, 6.4137)  0.09
H (-6.8478, 0.8623, 9.1060)  0.12
H (3.2444, 2.4818, -1.4527)  0.11
C (3.0571, 0.5658, 2.2156)  -0.17
H (-2.4595, -3.7874, 1.2722)  0.10
H (6.5382, 0.7550, -2.3437)  0.06
H (0.7657, 1.2187, -3.8959)  0.06
C (0.7126, 3.9884, -4.7216)  -0.55

## Properties
SMILES string = CCB(O)[C@@]1(CP(=O)(O)O)[C@@](CCCCN)(CCCCCOC(C)=O)OC(=O)[C@@]1(CC(C)C)[PH2]=S.O=C1OCCO1.O=C1OCCO1.O=C1OCCO1.O=C1OCCO1.O=C1OCCO1.O=C1OCCO1.O=C1OCCO1.O=C1OCCO1
energy = -146037.5380 eV
orbital gap = 9.335 eV
LUMO energy = 0.00963 Ha